(1)
Density functional theory data (ωB97M-V/def2-TZVPD) for an isolated molecule of C3H4S2.

Each line ends with the Mulliken charge.
Geometry (Å):
C: -1.71 0.07 1.72  -0.566
C: -0.47 0.47 1.23  -0.369
C: 0.22 0.18 -0.11  0.321
S: 1.91 -0.21 0.15  -0.221
S: -0.79 -0.11 -1.54  -0.149
H: -1.96 0.43 2.82  0.196
H: -2.42 -0.55 1.19  0.304
H: 0.33 0.81 1.86  0.330
H: -2.09 0.08 -0.74  0.153

Results
Net charge: 0
Relative energy (zero: lowest compared OMol25 entry of this formula, charge and spin), kcal/mol: 44.2
Frontier orbital gap, eV: 7.7
HOMO energy, eV: -8.81
LUMO level, eV: -1.096

(2)
Density functional theory data (ωB97M-V/def2-TZVPD) for the ion C2H8NO with charge +1.

Each line ends with the Mulliken charge.
Geometry (Å):
N: 1.12 1.18 -0.27  -0.334
C: 0.02 0.28 -0.81  -0.445
C: -0.88 -0.21 0.34  -0.409
O: -0.41 -1.46 0.79  -0.510
H: 1.61 1.71 -0.99  0.346
H: 1.80 0.56 0.18  0.358
H: 0.73 1.77 0.45  0.341
H: 0.48 -0.56 -1.32  0.330
H: -0.58 0.87 -1.50  0.367
H: -0.82 0.45 1.21  0.281
H: -1.91 -0.20 -0.01  0.343
H: -1.00 -2.21 0.67  0.333

Results
Net charge: +1
Relative energy (zero: lowest compared OMol25 entry of this formula, charge and spin), kcal/mol: 16.8
Frontier orbital gap, eV: 11.3
HOMO energy, eV: -15.12
LUMO level, eV: -3.814